Entry 1:
82
Properties=species:S:1:pos:R:3 method="wB97M-V/def2-TZVPD" total_charge=+2 orbital_gap_ev=8.973 fmax_ev_per_a=4.57
C -16.76513 11.24873 -1.33923
C -17.53085 11.53695 -0.04453
O -18.23592 12.38676 0.24939
N -17.12028 10.57986 1.11957
H -17.74987 10.72156 1.92909
H -17.24375 9.55655 0.91956
C -15.70498 10.70635 1.67070
H -15.81405 11.76416 -1.18073
H -17.23439 11.87200 -2.06148
H -16.53407 10.21624 -1.63698
H -15.16084 10.10726 0.92198
H -15.58856 10.21444 2.61813
H -15.33209 11.71553 1.68246
C -23.25214 9.35637 3.97749
C -23.49982 10.78101 3.44053
O -23.77239 11.69752 4.11285
N -23.36815 10.88560 1.94683
H -22.40360 10.81987 1.60797
H -23.77190 10.09589 1.45953
C -23.96235 12.15801 1.50223
H -24.16595 9.06928 4.57143
H -22.41674 9.31109 4.66829
H -23.16318 8.57538 3.20517
H -23.85828 12.21340 0.35492
H -23.40102 13.02412 1.80421
H -25.00027 12.19215 1.78708
C -16.77226 2.38892 2.02122
C -15.35913 2.25887 1.53396
O -14.55442 1.54784 1.93688
N -14.97628 3.22980 0.34444
H -15.25882 2.81623 -0.54868
H -15.42066 4.16801 0.41115
C -13.50796 3.40602 0.15608
H -17.09017 1.39821 2.26653
H -17.40220 2.87364 1.27352
H -16.73132 3.03349 2.92386
H -13.31651 3.76547 -0.80184
H -13.09949 2.42832 0.20553
H -13.02354 4.09062 0.88999
C -21.65405 9.91945 -2.35426
C -20.62279 8.90808 -2.07794
O -19.62968 8.67104 -2.62260
N -20.98744 7.99623 -0.89506
H -20.54242 8.36252 -0.02616
H -22.01217 8.08350 -0.61484
C -20.47884 6.60123 -1.12542
H -22.56981 9.46377 -2.75828
H -21.27714 10.55811 -3.14965
H -21.93025 10.49383 -1.47253
H -20.99296 5.82506 -0.50989
H -19.45511 6.47531 -0.88242
H -20.49451 6.37351 -2.22692
C -23.75631 4.71122 3.04567
C -24.16748 4.22129 1.76566
O -24.92441 3.34224 1.55982
N -23.43855 4.96119 0.61240
H -23.73198 5.92833 0.51452
H -22.50107 4.91773 0.91953
C -23.57045 4.16781 -0.72251
H -24.57355 4.61622 3.74381
H -23.64173 5.80005 2.91784
H -22.83624 4.25736 3.30950
H -23.18751 4.84709 -1.50903
H -24.60424 3.88473 -0.84573
H -22.97449 3.24825 -0.77019
C -16.47224 7.53130 3.95875
C -17.24118 6.38799 3.57159
O -16.98967 5.20967 3.56921
N -18.73783 6.76461 3.39631
H -18.87500 7.63078 2.95682
H -19.28442 6.05729 2.85932
C -19.33366 6.88440 4.83360
H -15.61868 7.73711 3.25261
H -16.03311 7.28249 4.93308
H -17.01406 8.47206 4.11510
H -18.64536 6.48759 5.59482
H -20.27150 6.28880 4.82613
H -19.51028 7.89383 5.16911
Br -17.12791 6.96443 0.60572
Br -20.46187 4.66621 1.93722
Br -23.90597 8.11533 0.33285
Br -20.37760 9.97048 1.69281

=====

Entry 2:
79
Properties=species:S:1:pos:R:3 method="wB97M-V/def2-TZVPD" s_squared=0.756 orbital_gap_ev="7.817 / 6.068" de_lowest_kcal_mol=23.6 fmax_ev_per_a=2.04 multiplicity=2
Cu -0.56537 -1.21552 -0.28003
C -2.34353 3.24268 2.21089
Si -1.34684 2.21473 1.00724
C 0.36408 2.96424 0.98497
C -2.12317 2.41655 -0.67811
Ge -1.23154 -0.08040 1.69876
Si 0.42693 -0.25015 3.39881
C 0.60657 -1.98116 4.04841
C -0.13053 0.88711 4.77318
C 2.09010 0.33549 2.80165
Si -3.40076 -0.84833 2.30901
C -4.53334 -0.54260 0.86608
C -3.91943 0.23938 3.73673
C -3.46568 -2.61185 2.87363
H -2.23009 4.29650 1.93575
H -2.00518 3.12150 3.24184
H -3.40677 2.99889 2.17684
H 0.32663 3.93556 0.48591
H 1.09177 2.34008 0.46570
H 0.73147 3.12635 2.00111
H -2.13924 3.47832 -0.94635
H -3.14915 2.04325 -0.70444
H -1.55803 1.87918 -1.44121
H -0.35196 -2.40138 4.36033
H 1.28023 -1.97893 4.91019
H 1.01503 -2.64753 3.28733
H -1.12241 0.63062 5.14747
H -0.15961 1.92754 4.44034
H 0.57420 0.81931 5.60808
H 2.44226 -0.25545 1.95395
H 2.81734 0.22580 3.61251
H 2.07352 1.38269 2.50012
H -4.62551 0.52833 0.66802
H -5.53297 -0.93750 1.06973
H -4.15777 -1.02689 -0.03776
H -3.89900 1.29957 3.48656
H -3.27653 0.08949 4.60599
H -4.94234 -0.02110 4.02839
H -3.31557 -3.31442 2.05525
H -4.44764 -2.79764 3.31908
H -2.70260 -2.81581 3.62749
C 1.35942 3.17575 -2.56359
C 1.15303 1.95780 -3.45510
C 2.17304 1.91327 -4.58867
Sb 1.02288 0.17258 -2.24964
C 2.88152 0.11782 -1.16585
C 3.03583 -1.29307 -0.59485
C 4.14084 0.56385 -1.90437
C 1.24331 -1.38675 -3.71304
C 2.61146 -1.56455 -4.36350
C 0.12848 -1.21721 -4.74597
H 1.37152 4.08783 -3.16861
H 2.30808 3.13294 -2.02237
H 0.56432 3.27677 -1.83212
H 0.15146 2.01968 -3.89172
H 3.18793 1.74302 -4.22986
H 2.16955 2.87361 -5.11505
H 1.94315 1.14261 -5.32204
H 2.70351 0.81506 -0.34152
H 3.26414 -2.02054 -1.37650
H 2.13630 -1.65077 -0.08407
H 3.85334 -1.32230 0.13207
H 4.32911 -0.02961 -2.79839
H 5.01171 0.45227 -1.24986
H 4.09447 1.61150 -2.20185
H 1.02575 -2.27703 -3.12079
H 2.92714 -0.69881 -4.94520
H 2.57330 -2.41941 -5.04661
H 3.38916 -1.77942 -3.63191
H 0.25928 -0.31578 -5.34954
H -0.85612 -1.16491 -4.27598
H 0.11606 -2.06966 -5.43104
F -2.60450 -3.46544 -0.24581
Te -0.83343 -4.00208 -0.19054
F -1.43221 -5.40390 0.85434
F 0.90510 -4.52824 0.14316
F -0.71463 -3.14530 1.44530
F -1.00149 -5.25610 -1.53264
O -0.34937 -2.74196 -1.43572

=====

Entry 3:
86
Properties=species:S:1:pos:R:3 method="wB97M-V/def2-TZVPD" s_squared=0.758 total_charge=+1 orbital_gap_ev="7.354 / 2.765" fmax_ev_per_a=4.40 multiplicity=2
Na 2.33804 -1.94096 -0.30957
C 1.11829 0.40879 -1.66121
O 0.65005 -0.17828 -0.32489
O 2.43165 -0.00387 -2.00189
C -0.09834 0.40248 -2.78467
F -0.11575 1.53289 -3.49189
F 0.02282 -0.67374 -3.57642
F -1.31417 0.30201 -2.21473
C -0.02514 0.63762 0.62907
C -0.49688 -0.33474 1.70129
H -1.22779 0.31406 2.18391
H -0.98062 -1.19718 1.24271
H 0.31249 -0.74871 2.30267
H -0.90538 1.21790 0.35237
H 0.68326 1.28973 1.13998
H 1.30574 1.46205 -1.45236
C -1.81451 -4.66575 -1.46264
S -0.97906 -3.82482 -2.85875
O -0.26282 -4.90960 -3.73133
C -2.40369 -3.16334 -3.81325
H -2.43644 -4.19974 -0.69836
H -1.07305 -5.10522 -0.79541
H -2.35434 -5.51657 -1.87832
H -3.09062 -2.67298 -3.12348
H -2.80471 -3.79786 -4.60361
H -1.87887 -2.32418 -4.26983
C 0.97539 -3.61251 5.02049
S 2.69568 -2.99260 5.30593
O 3.60779 -3.86259 4.44561
C 2.31288 -1.55870 4.16484
H 0.76045 -3.74827 3.96056
H 0.23995 -2.99216 5.53274
H 1.06720 -4.60081 5.47098
H 3.26574 -1.27876 3.71563
H 1.68909 -0.83759 4.69303
H 1.73760 -1.93154 3.31741
C -1.94335 -3.41602 2.92665
S -3.07758 -4.63788 3.71264
O -2.52170 -4.70127 5.07593
C -4.42898 -3.35223 3.68191
H -1.05214 -3.98211 2.65577
H -1.81184 -2.60772 3.64600
H -2.27636 -3.01191 1.97067
H -5.28182 -3.73348 4.24354
H -4.58744 -3.20757 2.61324
H -4.00637 -2.46495 4.15334
C -5.37789 0.37254 -3.76180
S -5.75770 1.66692 -2.48640
O -6.87480 1.01251 -1.71908
C -4.27809 1.44920 -1.43194
H -4.86558 -0.44896 -3.26101
H -4.70323 0.75606 -4.52720
H -6.26625 -0.07927 -4.20316
H -3.40318 1.51734 -2.07845
H -4.23358 0.50564 -0.88805
H -4.16630 2.25985 -0.71190
C -0.04785 3.29227 3.21829
S 1.49896 3.65560 4.16904
O 1.85876 5.11348 3.99504
C 0.75232 3.29142 5.84145
H -0.96161 3.66816 3.67856
H -0.20091 2.21941 3.10150
H 0.09673 3.66929 2.20585
H -0.21154 3.79776 5.78955
H 1.42118 3.71090 6.59297
H 0.58628 2.23471 6.05094
C 2.49298 1.79715 -5.38947
S 2.67988 2.74976 -6.94714
O 1.30055 2.91161 -7.62807
C 3.84890 1.73949 -7.92878
H 1.86091 0.91400 -5.48237
H 2.06786 2.45083 -4.62785
H 3.44286 1.36681 -5.07225
H 4.31179 2.37967 -8.67979
H 3.31340 0.85025 -8.26135
H 4.66041 1.46691 -7.25406
C 4.89111 4.99259 -0.12261
S 3.81824 3.52130 -0.59358
O 4.73404 2.64348 -1.51638
C 3.60089 2.84347 1.07449
H 4.80691 5.65265 -0.98594
H 5.94317 4.73121 -0.00884
H 4.69608 5.45707 0.84399
H 4.38169 2.12065 1.31112
H 2.70494 2.23276 1.18580
H 3.61353 3.73435 1.70240